Record 1
# C20H24BF8N3O7PS2Zr

A structure of composition C20H24BF8N3O7PS2Zr (ωB97M-V/def2-TZVPD, the OMol25 dataset).

Atoms and positions in Å:
Zr1 0.796 0.883 -0.320
F1 5.323 1.159 0.816
C1 4.983 0.142 0.047
F2 4.157 -0.665 0.709
F3 6.050 -0.527 -0.337
S1 4.108 0.811 -1.437
O1 2.876 1.394 -0.851
O2 4.987 1.693 -2.100
N1 3.733 -0.480 -2.274
S2 2.236 -0.893 -2.275
O3 1.337 -0.045 -3.020
O4 1.694 -1.106 -0.900
C2 2.312 -2.583 -3.022
F4 1.075 -3.055 -3.048
F5 3.075 -3.350 -2.270
F6 2.795 -2.493 -4.241
C3 -0.157 -1.489 4.406
C4 -0.343 -0.139 4.693
C5 0.061 0.835 3.799
C6 0.677 0.456 2.608
C7 0.917 -0.890 2.342
C8 0.474 -1.861 3.232
N2 0.982 1.401 1.600
N3 1.423 2.634 2.051
C9 1.434 3.506 1.083
C10 2.096 4.771 1.260
C11 2.377 5.531 0.183
C12 1.998 5.135 -1.153
C13 1.254 4.035 -1.360
C14 0.829 3.180 -0.222
H1 -0.479 -2.242 5.112
H2 -0.813 0.156 5.622
H3 -0.089 1.887 4.001
H4 1.502 -1.197 1.481
H5 0.660 -2.906 3.021
H6 2.416 5.046 2.255
H7 2.921 6.457 0.310
H8 2.312 5.740 -1.992
H9 0.936 3.770 -2.363
C15 -4.560 -2.117 -3.038
C16 -3.554 -1.093 -2.575
O5 -2.964 -1.545 -1.327
P1 -1.373 -1.502 -1.149
O6 -1.191 -2.541 0.051
C17 -1.377 -3.959 -0.194
C18 -2.657 -4.432 0.452
O7 -1.172 -0.115 -0.143
C19 -2.123 0.103 0.993
C20 -3.392 0.805 0.577
H10 -5.044 -1.771 -3.951
H11 -5.327 -2.272 -2.280
H12 -4.075 -3.070 -3.246
H13 -4.022 -0.128 -2.379
H14 -2.763 -0.944 -3.315
H15 -0.503 -4.451 0.228
H16 -1.384 -4.148 -1.272
H17 -2.641 -4.227 1.522
H18 -2.767 -5.507 0.309
H19 -3.519 -3.932 0.011
H20 -1.561 0.691 1.712
H21 -2.305 -0.880 1.422
H22 -3.193 1.702 -0.005
H23 -3.906 1.112 1.489
H24 -4.054 0.153 0.016
F7 -1.633 3.816 0.333
B1 -0.704 3.193 -0.348
F8 -1.158 2.355 -1.339

The value obtained for the orbital gap is 6.9 eV. The value obtained for the total energy is -3475.99189 Eh. As for the net charge: +1. The value obtained for the lowest unoccupied orbital energy is -3.5208 eV.

natural (NBO) atomic charge list, values in e, 6 entries: number 1, Zr, carries 2.2117; number 2, F, carries -0.2810; number 3, C, carries 0.7564; number 4, F, carries -0.2954; number 5, F, carries -0.2799; number 6, S, carries 2.2565

Record 2
# C20H24BrNO3Pt

A structure of composition C20H24BrNO3Pt in a non-equilibrium geometry (ωB97M-V/def2-TZVPD, the OMol25 dataset).

Atoms and positions in Å:
Pt1 -2.583 -0.338 -1.241
C1 2.648 -2.761 3.557
C2 3.052 -2.327 2.142
C3 4.350 -1.526 2.239
C4 3.317 -3.573 1.288
C5 1.921 -1.514 1.523
C6 0.657 -2.102 1.383
C7 -0.336 -1.341 0.837
Br1 -2.082 -2.103 0.515
C8 -0.206 -0.019 0.387
O1 -1.315 0.590 -0.009
C9 1.071 0.560 0.468
C10 2.078 -0.216 1.058
C11 1.446 1.959 -0.023
C12 1.886 2.808 1.176
C13 0.320 2.702 -0.748
C14 2.619 1.840 -1.007
H1 3.453 -3.332 4.023
H2 1.761 -3.393 3.544
H3 2.433 -1.897 4.186
H4 5.125 -2.143 2.696
H5 4.232 -0.633 2.855
H6 4.710 -1.219 1.256
H7 4.111 -4.175 1.734
H8 3.625 -3.297 0.278
H9 2.430 -4.201 1.206
H10 0.469 -3.122 1.686
H11 3.052 0.240 1.145
H12 1.080 2.900 1.906
H13 2.154 3.810 0.841
H14 2.752 2.383 1.684
H15 -0.531 2.889 -0.099
H16 -0.035 2.155 -1.619
H17 0.716 3.662 -1.086
H18 3.517 1.433 -0.543
H19 2.869 2.826 -1.399
H20 2.354 1.199 -1.849
O2 -2.914 2.546 -3.985
C15 -3.084 1.608 -3.248
O3 -2.132 0.887 -2.733
C16 -4.480 1.096 -2.915
C17 -5.613 1.708 -3.414
C18 -6.852 1.198 -3.065
C19 -6.918 0.098 -2.228
C20 -5.739 -0.465 -1.767
N1 -4.548 0.021 -2.109
H21 -5.488 2.569 -4.055
H22 -7.758 1.658 -3.435
H23 -7.864 -0.327 -1.929
H24 -5.730 -1.322 -1.107

The value obtained for the orbital gap is 7.5 eV. The value obtained for the total energy is -3750.30402 Eh. The value obtained for the lowest unoccupied orbital energy is -0.4452 eV.

natural (NBO) atomic charge list, values in e, 6 entries: number 1, Pt, carries 0.9154; number 2, C, carries -0.5943; number 3, C, carries -0.0774; number 4, C, carries -0.6047; number 5, C, carries -0.5940; number 6, C, carries -0.0580

Record 3
# C20H24BrNOP2Y

A structure of composition C20H24BrNOP2Y in a non-equilibrium geometry (ωB97M-V/def2-TZVPD, the OMol25 dataset).

Atoms and positions in Å:
C1 -1.501 3.424 -1.514
C2 -1.343 2.075 -1.266
C3 -0.056 1.465 -1.481
C4 1.030 2.282 -1.986
C5 0.791 3.658 -2.249
C6 -0.452 4.229 -2.001
C7 2.270 1.655 -2.136
C8 2.447 0.275 -1.958
C9 1.299 -0.463 -1.476
C10 1.439 -1.869 -1.256
C11 2.677 -2.462 -1.427
C12 3.790 -1.740 -1.869
C13 3.674 -0.402 -2.167
H1 -2.467 3.902 -1.315
H2 1.606 4.250 -2.631
H3 -0.605 5.290 -2.164
H4 3.103 2.252 -2.505
H5 2.803 -3.517 -1.198
H6 4.751 -2.226 -1.992
H7 4.517 0.191 -2.527
N1 0.192 0.198 -1.029
Y1 0.252 0.148 2.091
C14 -2.451 1.237 -0.672
H8 -2.428 0.214 -1.091
H9 -3.416 1.729 -0.845
C15 0.261 -2.636 -0.717
H10 -0.665 -2.297 -1.201
H11 0.420 -3.714 -0.831
P1 -2.221 1.060 1.159
P2 0.029 -2.320 1.071
C16 1.345 -3.350 1.811
H12 1.233 -3.339 2.899
H13 1.229 -4.366 1.414
H14 2.328 -2.939 1.542
C17 -1.480 -3.278 1.420
H15 -1.299 -4.316 1.110
H16 -1.695 -3.216 2.489
H17 -2.314 -2.843 0.856
C18 -2.496 2.771 1.741
H18 -3.444 3.146 1.360
H19 -2.505 2.759 2.844
H20 -1.665 3.414 1.411
C19 -3.746 0.205 1.643
H21 -3.722 0.063 2.724
H22 -4.611 0.806 1.347
H23 -3.777 -0.783 1.159
C20 2.510 -0.214 2.910
O1 3.596 -0.388 3.239
H24 1.545 1.000 0.835
Br1 -0.778 -1.024 4.432

The value obtained for the orbital gap (spin up / spin down) is 6.9 / 6.9 eV. The value obtained for the total energy is -4201.43254 Eh. As for the net charge: +1. The value obtained for the lowest unoccupied orbital energy (spin up / spin down) is -3.9625 / -3.9624 eV.

natural (NBO) atomic charge list, values in e, 6 entries: number 1, C, carries -0.2056; number 2, C, carries 0.0347; number 3, C, carries 0.1734; number 4, C, carries -0.1105; number 5, C, carries -0.1542; number 6, C, carries -0.2014

Record 4
# C20H24Cl2FIO8S

A cluster of 3 separate species, C20H24Cl2FIO8S in total in a non-equilibrium geometry (ωB97M-V/def2-TZVPD, the OMol25 dataset).

Atoms and positions in Å:
C1 -2.611 -1.038 -0.291
C2 -1.797 -0.287 -1.392
I1 -3.022 -0.118 -3.194
C3 -1.364 1.162 -0.957
C4 -0.307 0.989 0.139
C5 0.982 0.799 -0.133
S1 1.699 0.768 -1.778
O1 2.867 -0.043 -1.828
O2 2.040 2.116 -2.123
F1 0.672 0.264 -2.891
C6 1.950 0.591 1.063
O3 3.055 0.983 0.934
C7 1.397 -0.052 2.327
C8 2.203 -0.908 3.304
Cl1 3.957 -0.503 3.387
C9 2.067 -2.457 3.061
C10 3.210 -3.101 2.230
Cl2 0.486 -2.952 2.345
C11 0.120 0.193 2.597
C12 -0.693 1.027 1.632
O4 -1.621 1.678 1.975
H1 -2.518 -0.590 0.715
H2 -2.205 -2.066 -0.220
H3 -3.681 -1.127 -0.530
H4 -0.935 -0.918 -1.649
H5 -0.989 1.725 -1.824
H6 -2.289 1.623 -0.564
H7 1.802 -0.694 4.311
H8 2.117 -2.931 4.059
H9 3.398 -2.601 1.265
H10 2.876 -4.131 1.996
H11 4.123 -3.226 2.836
H12 -0.345 -0.215 3.502
O5 1.723 5.055 -7.342
C13 2.233 4.885 -6.273
O6 2.901 3.755 -5.932
C14 3.295 3.822 -4.548
C15 3.306 5.301 -4.209
C16 2.199 5.844 -5.101
H13 2.570 3.266 -3.952
H14 4.275 3.366 -4.425
H15 3.156 5.499 -3.148
H16 4.262 5.742 -4.501
H17 1.221 5.782 -4.622
H18 2.402 6.861 -5.426
O7 -1.885 -4.456 2.017
C17 -2.953 -4.016 2.331
O8 -3.835 -3.486 1.445
C18 -4.968 -2.949 2.148
C19 -4.986 -3.671 3.483
C20 -3.505 -3.917 3.736
H19 -4.828 -1.870 2.260
H20 -5.873 -3.128 1.570
H21 -5.481 -3.104 4.271
H22 -5.505 -4.626 3.381
H23 -3.032 -3.075 4.244
H24 -3.335 -4.839 4.287

The SMILES is C[C@H](Cl)[C@@H](Cl)C1=CC(=O)C(C[C@@H](C)I)=C(S(=O)(=O)F)C1=O.O=C1CCCO1.O=C1CCCO1. The value obtained for the orbital gap is 7.9 eV. The value obtained for the total energy is -3094.49260 Eh. The value obtained for the lowest unoccupied orbital energy is -1.8033 eV.

natural (NBO) atomic charge list, values in e, 6 entries: number 1, C, carries -0.6653; number 2, C, carries -0.2648; number 3, I, carries 0.0820; number 4, C, carries -0.4983; number 5, C, carries 0.0076; number 6, C, carries -0.3769

Record 5
# C20H24ClN3O2

The molecule C20H24ClN3O2 (ωB97M-V/def2-TZVPD, the OMol25 dataset).

Atoms and positions in Å:
C1 2.783 0.360 -1.841
C2 1.562 0.040 -2.239
C3 0.700 1.013 -2.985
H1 1.221 1.953 -3.148
H2 0.412 0.601 -3.952
H3 -0.213 1.215 -2.427
C4 0.916 -1.300 -1.981
C5 1.897 -2.461 -1.821
C6 1.137 -3.727 -1.600
C7 -0.069 -3.768 -1.027
C8 -0.689 -2.545 -0.523
N1 -1.822 -2.699 0.052
N2 -2.484 -1.651 0.649
C9 -1.995 -0.798 1.581
O1 -0.835 -0.756 1.938
C10 -3.056 0.151 2.137
C11 -3.250 1.314 1.151
C12 -1.891 1.819 0.680
O2 -1.513 1.679 -0.463
N3 -1.181 2.409 1.672
C13 0.141 2.841 1.676
C14 1.012 2.662 0.606
C15 2.319 3.105 0.687
C16 2.784 3.733 1.829
C17 1.933 3.916 2.907
C18 0.628 3.472 2.825
Cl1 -0.425 3.704 4.192
H4 2.280 4.399 3.807
H5 3.804 4.078 1.890
H6 2.979 2.952 -0.151
H7 0.656 2.168 -0.281
H8 -1.628 2.498 2.578
H9 -3.796 0.974 0.270
H10 -3.813 2.122 1.623
H11 -2.691 0.518 3.097
H12 -4.003 -0.365 2.300
H13 -3.486 -1.778 0.593
C19 0.031 -1.248 -0.730
H14 -0.699 -0.440 -0.813
H15 0.642 -1.032 0.153
C20 -0.821 -5.048 -0.827
H16 -0.266 -5.890 -1.233
H17 -0.998 -5.211 0.234
H18 -1.792 -4.987 -1.313
H19 1.610 -4.645 -1.923
H20 2.536 -2.549 -2.702
H21 2.545 -2.286 -0.957
H22 0.268 -1.529 -2.837
H23 3.200 1.330 -2.051
H24 3.422 -0.313 -1.296

The SMILES is C=C(C)[C@H]1CC=C(C)/C(=N/NC(=O)CCC(=O)Nc2ccccc2Cl)C1. The value obtained for the orbital gap is 9.0 eV. The value obtained for the total energy is -1551.45616 Eh. The value obtained for the lowest unoccupied orbital energy is 0.5443 eV.

natural (NBO) atomic charge list, values in e, 6 entries: number 1, C, carries -0.4285; number 2, C, carries 0.0541; number 3, C, carries -0.6560; number 4, H, carries 0.2121; number 5, H, carries 0.2125; number 6, H, carries 0.2427

- Among the records above, which one has the highest total energy?
  C20H24ClN3O2

- Among the records above, which one has the lowest total energy?
  C20H24BrNOP2Y